Below is a molecular structure, C3H8INOS in a non-equilibrium geometry, with properties calculated with wB97M-V/def2-TZVPD.

Computed properties:
energy above the lowest of the compared OMol25 structures with the same formula, charge and spin = 24.3 kcal/mol
2S+1 = 1
largest force on an atom = 0.0903 Eh/bohr
E_HOMO = -9.44 eV
energy = -944.9108 a.u.
orbital gap = 9.77 eV

Structure (XYZ):
```
15
Properties=species:S:1:pos:R:3:lowdin_charge:R:1
H -0.819 -0.766 1.700 0.081
C 0.189 -0.570 -1.406 -0.158
C 0.640 -0.238 0.021 -1.057
H -1.740 1.139 -0.180 0.073
H -0.667 -1.095 -1.300 0.033
O 0.646 2.167 -1.015 -0.575
H 0.070 0.459 -1.759 0.054
H -0.354 -2.150 0.597 0.108
N -1.252 1.457 0.668 -0.178
C 0.022 -1.153 1.040 -0.215
H 0.676 -1.482 1.915 0.072
H 0.971 -1.169 -1.864 0.052
I 2.819 -0.367 0.034 0.861
H -1.676 2.190 1.127 0.004
S 0.475 1.578 0.422 0.845
```